Entry 1:
C3H7N2O2 | wB97M-V/def2-TZVPD

Geometry as XYZ:
```
14
Properties=species:S:1:pos:R:3:mulliken_charge:R:1
C 0.4768 -1.2912 0.1514 -0.1627
C 0.9804 -0.0749 0.2906 -0.1922
C -1.2469 0.1970 -0.3748 0.0403
N -0.8449 -1.1941 -0.2234 -0.2329
N 0.1026 0.9638 -0.1663 -0.0718
O 3.4471 0.5184 0.0820 -0.4569
O -2.0951 0.6093 0.6012 -0.5195
H 0.9233 -2.2416 0.3714 0.4212
H -1.6089 0.3733 -1.3978 0.4289
H -1.5253 -1.8254 0.1808 0.2769
H -0.0276 1.6850 0.5642 0.3661
H 0.4687 1.4187 -1.0123 0.4009
H 3.8735 -0.1361 0.6385 0.3226
H -2.9238 0.9979 0.2944 0.3791
```

Output
* net charge: +1
* 2S+1: 1
* energy relative to the best compared isomer or geometry (same formula, charge and spin): 636.8 kJ/mol
* max |F|: 3.879 eV/A
* HOMO energy (spin up / spin down): -13.973 / -13.941 eV
* LUMO level (spin up / spin down): -6.93 / -6.91 eV

Entry 2:
C6H16N3P2 | wB97M-V/def2-TZVPD

Geometry as XYZ:
```
27
Properties=species:S:1:pos:R:3:mulliken_charge:R:1
C -1.4941 1.1649 0.5307 0.8911
C -2.3977 2.3281 0.5997 -1.0222
C -1.5648 -2.4803 -0.3194 -1.0924
C -0.3728 -2.0434 2.3425 -1.1134
C 2.6015 1.2092 0.0626 -1.0839
C 1.5633 0.1797 -2.5528 -1.1810
N -1.5813 0.0042 0.9003 -0.4949
N 0.7423 -1.0143 -0.2090 -0.4970
N -0.1483 1.5364 -0.7786 -0.6126
P -0.5740 -1.3597 0.6580 0.7422
P 1.1396 0.5009 -0.8101 0.8906
H -2.9439 2.3132 1.6448 0.3242
H -3.0263 2.4490 -0.2806 0.2931
H -1.8460 3.2676 0.7380 0.3507
H -2.0704 -1.9332 -1.2030 0.3285
H -0.8815 -3.1429 -1.0018 0.3672
H -2.1925 -3.1814 0.3454 0.3405
H 0.3327 -1.4475 3.0041 0.3037
H -1.2426 -1.8723 2.8489 0.4842
H -0.1916 -3.1827 2.2848 0.3465
H 2.5128 1.1064 1.0415 0.4198
H 3.4752 0.5201 -0.1422 0.3271
H 2.6337 2.3385 -0.3193 0.3598
H 0.7293 -0.3408 -3.0774 0.3209
H 1.7559 1.0525 -3.1145 0.3730
H 2.2192 -0.7512 -2.6217 0.3553
H 0.2429 2.4214 -0.4709 0.2788
```

Output
* net charge: +1
* 2S+1: 1
* energy relative to the best compared isomer or geometry (same formula, charge and spin): 151.7 kJ/mol
* max |F|: 5.865 eV/A
* HOMO energy: -13.155 eV
* LUMO level: -3.10 eV

Entry 3:
C12H27CsNO2 | wB97M-V/def2-TZVPD

Geometry as XYZ:
```
43
Properties=species:S:1:pos:R:3:mulliken_charge:R:1
Cs -2.5226 -0.5725 1.0687 1.0020
C -1.7442 -3.8270 -0.6462 -1.8431
C -1.2317 -2.4231 -0.6442 1.0261
C -0.4844 -1.9365 -1.8663 -1.2336
O -2.4218 -1.7046 -0.6299 -0.7531
H -1.0156 -4.6181 -0.8238 0.3713
H -2.4947 -3.9441 -1.4279 0.4709
H -2.2228 -4.0866 0.2980 0.3689
H -0.5553 -2.3495 0.2074 0.3124
H 0.0443 -0.9935 -1.7270 -0.1505
H -1.2066 -1.8573 -2.6789 0.2893
H 0.2968 -2.6201 -2.1988 0.4695
H -3.0107 -2.1815 -1.2193 0.2073
C 0.2068 0.5106 3.0909 -1.3183
C 0.8774 1.0555 1.7361 1.2468
C 1.8408 0.0417 1.2688 -1.2535
C 2.2454 0.2485 -0.1606 -0.9107
C 1.0282 0.0271 -1.0441 -0.7418
C -0.0801 1.1200 -0.7464 2.3412
N -0.2393 1.2033 0.7086 1.0131
O -1.1496 2.1936 1.0721 -0.4300
C 0.4966 2.3938 -1.3787 -1.7849
C -1.3891 0.7011 -1.4460 -2.7825
C 1.5604 2.3972 1.8772 -1.8266
H 0.8453 -0.1493 3.6782 0.3746
H -0.1069 1.2635 3.8140 0.3160
H -0.6603 -0.1154 2.8799 -0.0193
H 2.7577 0.1595 1.8462 0.5253
H 1.4311 -0.9646 1.3565 0.2946
H 2.8858 1.1043 -0.3742 0.4259
H 2.9296 -0.5748 -0.3660 0.4164
H 0.7729 -1.0095 -0.8242 -0.1834
H 1.4456 0.0968 -2.0487 0.6184
H -0.2105 3.1924 -1.1546 0.4796
H 0.5514 2.3527 -2.4666 0.4268
H 1.4709 2.6929 -0.9922 0.2674
H -2.0235 -0.0693 -1.0077 0.6449
H -1.2893 0.5034 -2.5133 0.3881
H -2.1497 1.4717 -1.3203 0.3831
H 0.8642 2.9937 2.4667 0.5485
H 2.4976 2.3372 2.4305 0.3991
H 1.7905 2.9458 0.9639 0.2370
H -0.6307 2.9908 0.9422 0.3668
```

Output
* net charge: +1
* 2S+1: 1
* energy relative to the best compared isomer or geometry (same formula, charge and spin): 695.4 kJ/mol
* max |F|: 12.002 eV/A
* HOMO energy: -11.921 eV
* LUMO level: -2.68 eV

Entry 4:
C3H16O4S | wB97M-V/def2-TZVPD

Geometry as XYZ:
```
24
Properties=species:S:1:pos:R:3:mulliken_charge:R:1
C -2.4623 0.3223 0.6920 -0.9696
C -1.0804 0.0071 -0.0567 0.1152
S -1.4363 -1.3684 -1.2444 -0.1445
C -0.5621 -2.7723 -0.5519 -1.0704
H -2.1574 1.0167 1.5681 0.3009
H -3.1418 0.8037 -0.0529 0.3064
H -2.9495 -0.6621 0.9797 0.2843
H -0.6757 0.8733 -0.7056 0.1209
H -0.2411 -0.3474 0.5973 -0.0220
H -0.6280 -2.8480 0.4516 0.3787
H 0.5049 -2.9441 -0.6575 0.3474
H -0.9640 -3.8222 -0.7098 0.3678
O 1.4171 1.8515 0.2297 -0.5615
H 1.5014 1.3164 1.0341 0.2235
H 2.3457 2.1389 0.2699 0.3095
O 2.0052 -0.9778 -1.4799 -0.6058
H 1.0823 -1.1135 -1.6594 0.2785
H 2.1313 -0.0388 -1.7194 0.3020
O 1.5833 -0.0715 2.7902 -0.6349
H 0.6598 -0.3179 2.7042 0.3070
H 1.9168 -0.6552 3.4551 0.3061
O 0.0057 3.1712 -1.8785 -0.5779
H 0.7091 2.9190 -1.3775 0.3081
H 0.4360 3.5191 -2.6784 0.3303
```

Output
* net charge: 0
* 2S+1: 1
* SMILES: CCSC.O.O.O.O
* energy relative to the best compared isomer or geometry (same formula, charge and spin): 197.0 kJ/mol
* max |F|: 4.234 eV/A
* HOMO energy: -8.574 eV
* LUMO level: 0.31 eV

Entry 5:
C14H17Br6N3 | wB97M-V/def2-TZVPD

Geometry as XYZ:
```
40
Properties=species:S:1:pos:R:3:mulliken_charge:R:1
N 7.9543 -0.2319 -7.2171 -0.0006
C 8.0305 -0.5094 -5.8764 -0.3714
C 9.3287 -0.7754 -5.5771 -1.0009
C 10.0786 -0.6059 -6.7700 0.1520
C 9.2033 -0.2983 -7.7761 -0.6380
H 7.1114 -0.1074 -7.7501 0.1941
H 7.1498 -0.4254 -5.2639 0.4048
H 9.7100 -1.0155 -4.5990 0.4080
H 11.1460 -0.6601 -6.9175 0.4623
H 9.3631 -0.0887 -8.8198 0.4397
N 14.2115 1.5403 -6.6016 -0.0321
C 15.2116 1.3554 -5.7027 -0.4796
C 15.5726 0.0450 -5.7367 -0.5480
C 14.7704 -0.5876 -6.7296 -0.2045
C 13.9204 0.3521 -7.2402 -0.4691
H 13.8000 2.4116 -6.8866 0.2094
H 15.5945 2.1681 -5.1098 0.3862
H 16.2890 -0.4407 -5.0965 0.3761
H 14.8134 -1.6372 -6.9705 0.4105
H 13.1478 0.3284 -7.9869 0.3327
N 9.2079 -8.4352 -7.1691 0.0040
C 10.3773 -8.9293 -6.6529 -0.4227
C 11.2018 -7.8645 -6.3928 -0.5329
C 10.4786 -6.6846 -6.7167 -0.3028
C 9.2603 -7.0686 -7.2161 -0.5455
H 8.4610 -9.0188 -7.4993 0.1911
H 10.5995 -9.9829 -6.6670 0.3582
H 12.1700 -7.9328 -5.9269 0.3899
H 10.8447 -5.6744 -6.6434 0.4840
H 8.3919 -6.5179 -7.5338 0.3814
C 8.6221 -0.1609 -13.1653 -0.2209
Br 6.7368 -0.0531 -12.8632 0.0018
Br 9.5957 0.9434 -11.9383 0.0193
Br 9.0680 0.2551 -14.9993 -0.0372
H 8.9506 -1.1793 -13.0162 0.1816
C 10.6178 -3.0693 -9.4701 -0.1028
Br 11.1783 -4.8493 -9.7102 -0.0092
Br 9.1425 -2.6023 -10.5932 0.0060
Br 12.0960 -1.8369 -9.6879 -0.0043
H 10.2871 -2.9083 -8.4519 0.1292
```

Output
* net charge: 0
* 2S+1: 1
* max |F|: 0.930 eV/A
* HOMO energy: -8.298 eV
* LUMO level: -0.03 eV

Entry 6:
C7H9NO2S2 | wB97M-V/def2-TZVPD

Geometry as XYZ:
```
21
Properties=species:S:1:pos:R:3:mulliken_charge:R:1
C 4.8851 -0.2336 -0.0311 -0.5152
O 3.9665 0.7828 0.2360 -0.1838
N 2.7424 0.1789 -0.0985 -0.3066
C 1.8409 1.1083 0.1010 -0.2940
C 0.4486 0.7546 0.1842 0.6879
C -0.1866 -0.3957 -0.2224 -0.6479
C -1.5798 -0.7888 -0.1993 -0.0549
C -2.6325 0.1147 -0.3464 0.4615
C -4.0120 -0.5526 -0.0640 -0.3648
O -4.7141 -0.0049 0.9860 -0.5407
S -2.2851 1.8478 -0.7942 -0.1155
S -0.5548 2.1349 0.5054 -0.1879
H 4.9539 -0.7405 -1.1549 0.2154
H 5.8909 0.1304 0.1212 0.3080
H 4.6582 -1.3012 0.6694 0.2008
H 1.9680 2.3035 0.5344 0.1612
H 0.5941 -1.1730 -0.3993 0.3050
H -1.9945 -1.9123 -0.3784 0.1030
H -3.7268 -1.7105 0.1454 0.1411
H -4.5950 -0.3880 -0.9783 0.2989
H -5.6677 -0.1549 1.1838 0.3286
```

Output
* net charge: 0
* 2S+1: 1
* SMILES: CO/N=C/C1=CC=C(CO)SS1
* energy relative to the best compared isomer or geometry (same formula, charge and spin): 643.7 kJ/mol
* max |F|: 4.945 eV/A
* HOMO energy: -7.915 eV
* LUMO level: -1.10 eV